Record 1
{
  "formula": "C3H6NO2",
  "method": "ωB97M-V/def2-TZVPD",
  "relative_energy_ev": 0.6856,
  "spin_multiplicity": 1,
  "largest_force_ev_per_a": 1.3,
  "homo_lumo_gap_ev": 7.9,
  "charge": -1,
  "e_tot_ha": -323.1931,
  "species": ["H", "H", "C", "H", "C", "C", "N", "O", "H", "H", "H", "O"],
  "coordinates": [[1.3935, -0.1767, -0.3604], [-0.2028, -1.1305, 1.6485], [-0.2599, -0.5912, 0.6973], [-0.0244, 2.1251, 0.6001], [0.4109, 1.5606, -0.2205], [-0.6349, -1.6316, -0.4207], [0.8506, 0.2861, 0.3698], [0.1607, -1.7629, -1.3692], [1.2706, 2.1394, -0.5745], [-0.1582, 1.3648, -1.1408], [-1.1108, 0.0669, 0.9474], [-1.6953, -2.2500, -0.1772]],
  "atomic_forces_ev_per_a": [[-0.237, -0.285, 0.251], [0.828, -0.212, -0.098], [-0.868, 0.551, -0.198], [-0.721, 0.271, -0.474], [0.912, -0.891, -0.010], [-0.569, 0.052, 0.850], [0.971, 0.258, -0.043], [0.263, 0.219, -0.187], [0.210, -0.105, 0.247], [-0.749, 0.419, 0.436], [-0.131, -0.252, -0.579], [0.089, -0.023, -0.196]],
  "lowdin_charge": [0.08, 0.09, -0.20, 0.06, -0.16, -0.75, -0.16, -0.08, 0.06, 0.08, 0.10, -0.10]
}

Record 2
{
  "formula": "C44H94F2N2O8P2",
  "method": "ωB97M-V/def2-TZVPD",
  "spin_multiplicity": 1,
  "largest_force_ev_per_a": 7.2,
  "homo_lumo_gap_ev": 7.0,
  "charge": 0,
  "e_tot_ha": -3326.1201,
  "species": ["H", "H", "H", "H", "C", "O", "H", "C", "H", "O", "H", "N", "H", "O", "H", "H", "H", "C", "C", "C", "C", "H", "H", "H", "H", "H", "O", "H", "C", "C", "H", "H", "H", "C", "H", "H", "H", "C", "H", "O", "H", "H", "C", "H", "H", "C", "H", "C", "C", "H", "C", "H", "H", "H", "H", "H", "H", "C", "H", "H", "P", "H", "H", "C", "F", "H", "O", "C", "C", "H", "N", "H", "H", "C", "C", "H", "H", "H", "H", "P", "H", "C", "C", "H", "C", "C", "H", "H", "H", "H", "C", "C", "H", "H", "C", "H", "H", "O", "H", "C", "H", "H", "F", "C", "H", "H", "H", "C", "H", "C", "H", "H", "H", "H", "C", "H", "C", "C", "H", "H", "C", "H", "H", "H", "H", "C", "C", "H", "O", "H", "H", "H", "H", "C", "H", "C", "C", "H", "C", "H", "H", "H", "H", "H", "H", "C", "C", "H", "H", "H", "H", "H"],
  "coordinates": [[2.4778, 2.4174, -0.8486], [-1.5051, -2.2621, -1.9192], [-3.7282, -3.0708, -5.8883], [-6.8619, 1.8849, -9.0820], [-6.6869, 3.9287, -5.1317], [-2.8449, 2.0267, 0.6710], [-2.5813, 1.5432, -2.4004], [5.2785, -0.3814, 9.0072], [-6.2564, 4.8772, -4.7969], [6.6896, 0.2922, 4.3774], [5.9448, 3.9836, 3.3223], [-0.0801, 0.5251, -1.1306], [-7.1768, 0.5138, -7.0626], [0.5631, -1.9672, -5.3470], [1.7785, 0.0514, -2.2190], [-4.5815, -1.0065, -6.7105], [4.1751, 2.1075, 4.9988], [-1.0001, -2.5728, 0.8034], [-5.5879, 2.9274, -5.4386], [0.1191, 1.0143, 0.2900], [3.5199, 5.1350, 3.8591], [-7.6267, -5.2892, -1.0414], [2.5887, 5.5183, 3.4310], [6.6269, -0.8786, 2.6672], [0.7320, -3.5968, -1.6976], [2.9500, -2.3346, -3.4265], [-6.0734, 1.6385, -5.7917], [4.9518, 3.5618, 5.6198], [8.8747, -0.8227, 4.1751], [-6.8949, -2.6644, -3.9726], [-6.2354, -2.1154, -4.6512], [-0.5364, -2.2849, 1.8365], [5.3269, -0.3827, -0.9349], [-3.7872, 1.9168, 3.0466], [-3.9242, -2.0363, -1.3495], [4.8944, -4.5200, 10.1569], [-1.6546, -3.5112, 1.0299], [5.0366, 2.7687, 4.8717], [-0.1211, -2.8371, 0.1165], [3.8851, 4.0031, 3.0795], [4.7477, -2.3340, 3.4586], [-7.8302, 2.1162, -6.7826], [0.9937, -0.4949, -1.5416], [-8.6694, -1.9530, -4.9772], [-0.9345, 3.5309, -0.2080], [-3.7626, -2.0240, -0.2107], [-5.2830, 1.4637, -8.3794], [-6.9363, -3.3360, -1.6481], [-7.1667, -4.8129, -1.9123], [-4.9144, 3.3047, -6.2158], [-1.2102, -1.2385, -2.3549], [-3.5473, 3.7369, 1.6885], [5.2031, 2.4983, 2.7599], [5.4958, 5.9287, 4.2997], [-5.9395, 3.0848, -8.1722], [9.2367, -0.0364, 3.5059], [-4.8246, 1.4267, 3.2214], [5.0790, 3.3290, 3.4606], [0.1668, -3.6392, -3.4539], [4.0074, -1.7975, 10.0493], [0.1897, 2.0639, -2.0490], [-3.3335, 0.1071, -5.7661], [8.5208, -1.6460, 3.5508], [1.9643, -1.1082, -0.4132], [2.3376, -4.2617, -4.2809], [-4.6001, -1.5165, 0.3885], [-6.2547, -2.6670, -2.7027], [5.3362, -1.7529, 4.1743], [4.5554, 6.2447, 3.8431], [-6.2206, -5.3178, -2.1290], [-1.7953, -1.1082, -3.7111], [-2.8887, -0.7129, -7.3836], [-1.9301, -0.1399, -4.0330], [-3.0242, -2.2128, -5.5883], [5.9778, -0.5596, 3.4881], [9.7160, -1.1920, 4.7692], [5.6750, -3.0688, 10.7785], [4.1909, 7.1149, 4.3971], [1.8692, 3.9330, -1.7097], [-2.1067, -1.1467, 0.2708], [5.9476, 2.2058, 5.0857], [1.9389, 2.7700, -1.7977], [-1.4542, -0.1297, -1.1973], [4.7766, 6.5507, 2.8161], [0.6640, -1.0608, -4.2575], [-6.8990, 1.5653, -6.9463], [3.6438, 3.2664, -3.1919], [2.8846, 0.7971, 0.5781], [6.6636, -2.6440, 8.4795], [-3.5688, 2.7717, 3.8065], [5.7969, -3.2975, 8.6186], [-3.4696, -0.8586, -6.3822], [6.6686, -4.4261, 10.2408], [-7.3050, 4.1342, -6.0084], [2.7790, 2.5098, -3.1774], [6.2198, -0.6988, 9.4617], [3.2837, 4.8288, 4.8841], [0.9372, 0.1762, -4.5962], [3.3104, -1.1057, 8.5984], [5.7566, -3.8604, 10.0292], [6.0849, -2.4203, 4.6089], [7.4173, -1.0687, 5.7632], [3.9375, -0.9496, 1.0461], [-0.9053, 3.4942, -1.3550], [-2.9451, 1.1153, 3.0620], [-4.3529, 0.6545, 0.1385], [-4.2783, 2.2037, -0.8594], [-6.2065, 2.0259, -8.2177], [-7.3477, 3.5475, -4.3472], [-2.7601, 0.7291, -1.5835], [4.9160, 0.4885, 9.5629], [8.1989, 0.4989, 5.7120], [5.4979, -0.0745, 7.9799], [-4.9111, 2.5636, 1.2053], [-3.8197, 2.6111, 1.5808], [5.1883, 0.0501, 3.0402], [-2.9717, -1.9930, -3.9622], [4.2419, -1.4903, 9.0242], [-7.8771, -2.8233, -1.4194], [-8.1746, -0.9655, -3.5830], [0.8356, -3.0458, -2.7031], [-8.9683, -2.5176, -3.3308], [2.4708, -2.1159, -0.7187], [4.4079, 1.2500, -1.2624], [-0.3381, 4.4615, -1.6865], [7.7793, -0.2911, 5.0815], [0.2449, 1.4440, 1.5219], [-3.4990, -0.0162, -2.1000], [4.6046, -2.6216, 8.2423], [-1.9355, 3.5534, -1.8567], [-3.9988, -1.5288, -3.6908], [-3.7295, -3.1307, 0.1580], [-1.9660, -2.4784, -6.0058], [0.3908, -1.5035, -2.7029], [-4.9762, 2.7925, -4.5413], [3.2204, -0.1574, 0.0133], [2.3838, -3.3019, -3.1781], [0.1695, 1.9415, 2.5645], [4.2967, 0.0929, -1.1553], [-6.9644, -3.6836, -4.3644], [3.9547, -0.3374, -2.1744], [5.9179, -4.1270, 7.9161], [2.0432, 2.7835, -4.0419], [2.9340, -3.8593, -2.3119], [4.6815, -1.4252, 4.9862], [-3.6013, 1.3766, -0.3796], [-8.2544, -1.9864, -3.9657], [-2.7824, -3.0266, -3.4987], [3.1046, 1.4212, -3.3258], [-6.3069, -3.2334, -0.7589], [-7.8265, -4.9739, -2.7677], [1.4410, -1.3539, 0.5972]],
  "atomic_forces_ev_per_a": [[-0.751, 0.442, -1.375], [-0.004, 1.599, -0.834], [0.890, 1.288, 0.646], [0.056, -0.014, 0.103], [-0.177, 0.056, -0.044], [-1.878, -0.116, -0.473], [0.061, -1.540, 1.561], [0.199, 0.023, -0.016], [-0.024, -0.107, -0.029], [0.218, -0.028, 0.070], [0.033, 0.033, 0.063], [0.612, 0.500, 5.762], [0.114, 0.052, 0.229], [0.321, 2.963, 6.555], [-1.705, -0.152, 1.177], [1.835, 0.721, 0.805], [0.087, -0.036, -0.056], [0.921, -0.922, 0.742], [-0.047, -0.050, -0.055], [0.739, 1.661, 6.549], [0.028, -0.033, -0.042], [0.059, 0.071, -0.074], [0.081, -0.210, -0.093], [0.014, -0.060, -0.008], [-0.038, 1.101, -1.217], [-0.924, -1.594, -0.199], [0.024, -0.092, 0.196], [0.004, 0.022, -0.048], [0.027, -0.092, -0.172], [-0.075, 0.112, -0.079], [0.115, -0.058, 0.220], [-0.800, -0.347, -1.916], [-1.858, 0.815, -0.013], [0.098, 0.365, -0.647], [-0.205, -0.004, 1.754], [0.087, 0.008, -0.065], [1.165, 1.657, -0.684], [0.031, 0.299, 0.275], [-1.459, 0.147, 0.867], [-0.227, 0.032, -0.202], [0.056, 0.126, 0.040], [-0.021, 0.082, -0.038], [4.219, -1.276, -2.692], [0.083, 0.008, 0.092], [-0.337, -0.079, -1.706], [0.272, -0.781, -0.552], [-0.103, -0.024, 0.022], [0.016, -0.014, -0.059], [-0.036, -0.121, -0.147], [-0.058, 0.057, -0.023], [1.131, -2.009, -2.038], [-0.450, -1.880, -0.232], [-0.150, 0.168, -0.059], [-0.063, 0.044, 0.049], [-0.083, -0.036, -0.050], [-0.023, -0.042, 0.112], [1.949, 0.799, 0.065], [0.008, -0.149, 0.209], [1.245, 1.454, 1.138], [0.080, 0.032, 0.034], [-0.721, 3.008, -3.204], [-0.398, -1.559, -0.932], [0.041, -0.017, 0.077], [0.374, -0.127, 1.703], [0.477, 1.889, 1.835], [1.239, -0.602, -1.231], [0.175, 0.069, 0.166], [0.090, -0.118, 0.122], [0.196, 0.033, 0.003], [-0.069, 0.070, 0.067], [-1.893, -0.459, 1.816], [-0.822, -0.378, 1.943], [0.233, -0.748, 0.228], [0.801, 0.474, -0.576], [-0.163, -0.095, 0.009], [-0.094, 0.059, -0.042], [0.087, -0.050, -0.026], [0.011, -0.097, -0.065], [-0.329, -2.158, 0.019], [-0.591, 0.128, 2.777], [-0.240, 0.069, -0.125], [1.205, 0.305, 0.084], [-1.767, -2.380, -3.205], [-0.079, -0.020, 0.091], [0.334, 0.613, -7.077], [0.110, 0.001, -0.102], [-1.094, -1.377, 0.011], [0.602, -1.626, -1.141], [0.050, 0.043, 0.080], [-0.504, -1.840, -1.071], [-0.070, -0.063, 0.070], [-0.550, -0.575, -0.646], [-0.097, 0.044, -0.052], [0.067, 0.059, 0.022], [-1.088, 0.611, 0.027], [-0.051, 0.050, 0.057], [0.096, 0.033, 0.037], [-0.638, -3.315, 3.144], [0.090, -0.232, -0.088], [-0.043, 0.111, 0.179], [-0.053, -0.018, -0.062], [0.016, -0.076, -0.056], [-1.197, 1.023, -1.316], [0.659, 0.863, 0.744], [-1.539, 1.416, 0.046], [1.435, 0.813, -1.137], [1.090, -1.483, 0.538], [0.117, 0.169, -0.026], [0.104, 0.027, -0.040], [-0.534, 0.493, -0.314], [0.013, -0.098, -0.066], [-0.208, 0.060, -0.105], [-0.080, -0.012, 0.074], [1.863, 0.019, 0.201], [0.010, 0.922, 1.264], [0.188, 0.088, 0.111], [-0.164, 0.001, -2.524], [0.027, 0.013, -0.029], [-0.054, -0.062, -0.045], [0.052, -0.044, -0.100], [0.326, -0.727, 0.078], [-0.005, -0.015, -0.103], [-1.176, 1.901, 0.031], [0.065, -2.195, -0.010], [-0.838, -1.864, 0.406], [-0.001, -0.001, -0.045], [-1.239, -1.779, -6.344], [1.481, 1.256, 0.965], [-0.102, -0.028, -0.143], [1.544, -0.397, 0.987], [1.439, -0.936, 0.057], [0.176, 1.977, -0.696], [-1.740, 0.357, 1.281], [-0.808, 0.478, 1.007], [-0.064, -0.219, -0.106], [0.459, -0.993, 0.153], [-0.996, -1.011, 0.612], [0.359, -1.238, -2.482], [-0.312, 0.760, -0.142], [-0.071, -0.042, 0.014], [0.414, 0.720, 1.696], [-0.177, 0.179, -0.067], [1.490, -0.661, 1.428], [-0.805, 0.981, -1.633], [0.017, -0.012, -0.072], [-1.208, 0.568, -0.404], [-0.149, -0.041, 0.169], [-0.430, 1.694, -0.409], [-0.473, 1.816, 0.189], [0.067, 0.132, -0.199], [-0.032, -0.005, 0.083], [0.682, 0.527, -1.838]],
  "lowdin_charge": [0.06, 0.12, 0.10, 0.08, -0.08, -0.26, 0.11, -0.08, 0.08, -0.20, 0.11, -0.27, 0.11, -0.18, 0.12, 0.06, 0.09, -0.30, -0.28, -0.17, -0.29, 0.08, 0.11, 0.11, 0.10, 0.12, -0.18, 0.07, -0.08, -0.27, 0.11, 0.05, 0.10, -0.09, 0.03, 0.08, 0.06, -0.08, 0.02, -0.17, 0.07, 0.10, -0.17, 0.08, 0.04, -0.26, 0.08, -0.28, -0.08, 0.11, -0.23, 0.13, 0.11, 0.07, 0.07, 0.08, 0.08, -0.27, 0.14, 0.11, 1.07, 0.07, 0.07, -0.08, -0.11, 0.04, -0.19, -0.07, -0.08, 0.08, -0.04, 0.08, 0.12, -0.21, -0.27, 0.08, 0.07, 0.08, 0.09, 0.96, 0.06, -0.37, -0.43, 0.08, -0.47, -0.28, 0.08, 0.12, 0.10, 0.08, -0.28, -0.13, 0.08, 0.07, -0.17, 0.07, 0.10, -0.13, 0.12, -0.08, 0.07, 0.10, -0.12, -0.26, 0.08, 0.11, 0.14, -0.08, 0.08, -0.14, 0.08, 0.12, 0.07, 0.12, -0.26, 0.10, -0.20, -0.28, 0.11, 0.08, -0.12, 0.07, 0.13, 0.08, 0.06, -0.28, 0.16, 0.12, -0.17, 0.04, 0.10, 0.06, 0.11, -0.18, 0.11, -0.27, -0.14, 0.10, -0.04, 0.11, 0.08, 0.12, 0.08, 0.12, 0.08, -0.25, -0.08, 0.13, 0.05, 0.10, 0.07, 0.11]
}

Record 3
{
  "formula": "C7H12O2S",
  "method": "ωB97M-V/def2-TZVPD",
  "relative_energy_ev": 1.8541,
  "spin_multiplicity": 1,
  "largest_force_ev_per_a": 6.7,
  "homo_lumo_gap_ev": 9.6,
  "charge": 0,
  "e_tot_ha": -822.4712,
  "species": ["C", "C", "H", "H", "C", "S", "O", "H", "C", "C", "H", "C", "H", "H", "H", "O", "H", "H", "H", "H", "C", "H"],
  "coordinates": [[1.2590, -1.7484, -0.3401], [-0.4817, -0.0123, -0.0807], [-3.0380, 0.9624, -1.8798], [2.3095, -1.7512, -0.5516], [1.1429, -0.2566, 1.6809], [-3.0387, -0.2262, 0.4957], [-1.4475, -0.8943, 0.4195], [0.6033, 0.5942, 2.1391], [-2.8515, 1.1226, -0.7935], [0.8998, -0.3311, 0.1669], [2.6536, 1.0269, -0.2096], [1.7744, 0.6003, -0.6596], [-2.9618, 2.1639, -0.5349], [2.2853, 0.0509, -1.4370], [-0.5769, 1.8916, -1.0329], [-3.1507, 0.3707, 1.7759], [0.7467, -1.9894, -1.3469], [0.6597, -1.2046, 1.9834], [1.2263, 1.3881, -1.2986], [2.1631, -0.2533, 1.8843], [-1.1337, 1.0304, -0.7490], [0.9567, -2.5344, 0.3683]],
  "atomic_forces_ev_per_a": [[-1.742, -0.696, -1.126], [-5.750, 2.726, -2.111], [-0.601, -0.523, 1.100], [0.613, -0.418, 0.258], [-2.655, -0.627, -0.540], [-0.084, -1.798, -2.614], [-0.395, 0.309, -0.069], [0.483, -0.392, -0.178], [5.794, -1.045, -0.219], [1.734, -0.013, -0.432], [-0.109, 0.580, 1.019], [-0.132, 1.592, -2.291], [-0.856, 0.008, 0.688], [-0.179, -0.534, -0.480], [0.015, 0.492, -0.482], [-0.048, 1.521, 1.986], [0.669, 0.525, 1.507], [0.411, 0.639, 0.805], [0.883, -0.996, 1.497], [1.740, -0.021, 0.555], [-0.036, -1.536, 1.393], [0.244, 0.208, -0.268]],
  "lowdin_charge": [-0.04, -0.33, 0.08, 0.07, -0.01, 0.94, -0.28, 0.11, -0.21, -0.56, 0.08, -0.04, 0.07, 0.07, 0.06, -0.44, 0.13, 0.09, 0.10, 0.06, -0.03, 0.09]
}

Number 1: HOMO energy -3.68 eV, LUMO 4.210 eV. Number 2: HOMO energy -6.75 eV, LUMO 0.279 eV. Number 3: HOMO energy -8.86 eV, LUMO 0.776 eV.